A molecular structure, C2H4O3Pb in a non-equilibrium geometry. Source: OMol25; level of theory: wB97M-V/def2-TZVPD.

Structure (XYZ):
```
10
Properties=species:S:1:pos:R:3:forces:R:3:mulliken_charge:R:1
C -0.1576 0.9934 2.6676 0.727 -0.504 0.611 -0.003
O 0.6574 0.3738 1.9991 -0.834 3.983 4.439 -0.379
H -1.1708 0.5923 2.8440 0.064 0.203 -0.293 0.245
H 0.1547 1.8879 3.2318 -0.219 0.060 -0.297 0.258
O -1.1184 -0.6992 -0.8496 -1.748 0.472 -0.852 -0.653
C -0.3677 -0.5955 -2.0321 -0.626 0.270 -2.085 -0.045
O 0.9984 -0.6213 -1.7230 0.232 0.740 -2.931 -0.651
Pb 0.5796 -0.7656 0.2156 2.231 -5.179 0.906 0.906
H -0.6230 0.3527 -2.5608 0.042 -0.382 0.188 0.158
H -0.6220 -1.4392 -2.7155 0.130 0.337 0.314 0.164
```
Forces are in eV/Å.

Properties
Charge: 0
Strongest force on any atom (eV/A): 6.02
Frontier orbital gap (eV): 6.6266


A molecular structure, C18H21AlBN6O5S. Source: OMol25; level of theory: wB97M-V/def2-TZVPD.

Structure (XYZ):
```
53
Properties=species:S:1:pos:R:3:forces:R:3:nbo_charge:R:1
Al -1.7036 -0.8849 1.0179 0.379 0.122 0.187 1.818
O -3.2604 -2.7976 4.3064 -0.053 0.130 -0.016 -0.607
C -2.3344 -2.3528 3.5006 0.029 0.004 0.090 0.849
O -2.5654 -1.4848 2.6675 -0.258 -0.067 -0.081 -0.679
C -0.9677 -2.9374 3.7563 -0.022 0.037 -0.083 -0.182
O -0.1042 -2.7498 2.6728 -0.057 -0.004 -0.002 -0.517
C -0.0773 -3.8352 1.7433 0.082 -0.011 0.123 -0.193
C -1.0651 -3.7112 0.5891 0.022 0.190 0.100 0.772
O -1.2611 -4.6509 -0.1270 -0.051 -0.035 -0.063 -0.554
O -1.6055 -2.5217 0.4425 -0.165 -0.076 -0.175 -0.913
H -4.1016 -2.3366 4.1313 0.058 -0.065 0.039 0.522
H -1.0709 -3.9825 4.0543 0.010 -0.025 -0.022 0.230
H -0.5758 -2.3848 4.6151 0.045 -0.004 0.032 0.248
H -0.2477 -4.7860 2.2495 0.008 -0.020 -0.015 0.214
H 0.9260 -3.8613 1.3206 0.026 0.015 -0.021 0.229
B -3.9269 2.4456 -0.6859 -0.024 0.028 -0.107 -0.599
C -3.5914 1.0993 0.0359 -0.219 0.357 0.090 0.525
N -3.1855 0.1777 0.6084 0.114 -0.296 -0.175 -0.788
H -2.8572 2.7360 -1.2160 -0.117 -0.060 0.046 0.003
H -4.7879 2.2674 -1.5109 0.090 0.000 0.104 0.065
H -4.2294 3.2369 0.1826 0.049 -0.110 -0.077 0.044
S -0.3115 0.4298 2.4279 0.078 -0.004 -0.077 -0.237
C -0.3631 2.0591 1.8748 -0.097 -0.010 -0.037 0.373
N 0.1470 3.0415 2.6089 0.052 0.074 0.062 -0.556
C -0.0480 4.3642 2.0030 -0.016 -0.110 -0.036 -0.228
C -0.8492 4.0194 0.7274 0.076 -0.081 0.083 -0.227
N -0.8662 2.5480 0.7506 -0.092 0.038 0.030 -0.573
H 0.6124 2.8707 3.4837 -0.023 0.022 0.003 0.434
H 0.9092 4.8257 1.7720 0.045 -0.005 0.000 0.217
H -0.5979 5.0144 2.6786 -0.020 0.022 0.013 0.225
H -0.3565 4.3767 -0.1725 -0.009 -0.003 -0.039 0.223
H -1.8680 4.4002 0.7426 -0.021 -0.013 0.030 0.239
H -1.5012 2.0349 0.1573 0.134 0.041 -0.048 0.459
N 7.2938 -0.5524 -4.5063 -0.039 0.005 0.018 -0.249
C 6.2225 -0.5047 -4.0958 -0.190 0.004 0.071 0.251
C 4.8759 -0.4440 -3.5754 0.234 0.009 -0.043 -0.151
C 4.6570 -0.0358 -2.2635 0.038 0.016 0.047 -0.140
C 3.3695 0.0296 -1.7632 0.066 0.101 0.057 -0.242
C 2.3026 -0.3235 -2.5747 -0.244 -0.018 0.092 0.228
C 2.5102 -0.7347 -3.8803 0.036 -0.098 -0.095 -0.233
C 3.7993 -0.7903 -4.3818 -0.063 -0.029 -0.080 -0.135
N 0.9636 -0.2752 -2.0574 0.200 0.032 -0.110 -0.343
C -0.1999 -0.1609 -2.7969 0.118 0.065 0.006 -0.053
C -1.2186 -0.1588 -1.9099 -0.056 0.036 0.246 -0.052
N -0.6991 -0.2633 -0.6283 -0.083 -0.166 -0.140 -0.629
C 0.6129 -0.3378 -0.7626 -0.076 0.017 -0.050 0.236
H 5.4966 0.2410 -1.6412 -0.010 -0.003 0.000 0.243
H 3.2134 0.3801 -0.7514 -0.018 -0.006 -0.031 0.222
H 1.6847 -1.0396 -4.5080 -0.003 0.003 0.023 0.233
H 3.9710 -1.1146 -5.3989 -0.005 0.006 0.011 0.247
H -0.2033 -0.0605 -3.8667 0.029 0.005 0.022 0.247
H -2.2752 -0.0734 -2.0978 0.020 -0.033 0.028 0.252
H 1.3093 -0.4510 0.0516 -0.007 -0.025 -0.031 0.235
```
Forces are in eV/Å.

Properties
Charge: +1
Strongest force on any atom (eV/A): 0.44
Frontier orbital gap (eV): 9.4903


C20H22N2O2 in the gas phase in a non-equilibrium geometry. Source: OMol25; level of theory: wB97M-V/def2-TZVPD.

Structure (XYZ):
```
46
Properties=species:S:1:pos:R:3:forces:R:3:nbo_charge:R:1
C -4.5090 -3.0470 -1.5779 0.008 0.115 0.261 -0.613
C -4.5314 -2.0834 -0.3967 -0.036 -0.096 -0.186 -0.209
N -3.8856 -0.8203 -0.7137 -0.065 0.033 0.083 -0.446
C -2.4402 -0.9283 -0.7754 0.116 0.101 -0.219 -0.234
C -1.8347 0.3932 -1.2564 0.179 -0.403 -0.078 -0.218
N -2.2378 1.4699 -0.3852 -0.357 -0.114 -0.149 -0.442
C -1.4549 2.2515 0.3912 0.342 0.185 -0.202 0.696
O -1.9238 3.0816 1.1474 0.052 0.209 0.331 -0.631
C 0.0508 2.0617 0.2533 -0.060 0.132 0.203 -0.522
C 0.4892 0.7697 0.8661 -0.345 -0.230 0.417 -0.118
C -0.2132 0.0685 1.7980 0.194 0.675 -0.494 0.109
O 0.4044 -1.0780 2.1565 0.051 -0.379 0.250 -0.400
C 1.5491 -1.1287 1.4439 0.451 0.730 -0.795 0.258
C 2.4950 -2.1613 1.4854 -0.026 -0.095 0.076 -0.238
C 3.5913 -2.0380 0.6854 -0.190 -0.114 0.203 -0.169
C 3.7924 -0.9029 -0.1437 -0.118 0.241 -0.091 -0.103
C 4.9529 -0.7958 -0.9336 0.094 0.103 -0.120 -0.164
C 5.1782 0.3050 -1.7154 0.142 -0.221 0.039 -0.224
C 4.2514 1.3519 -1.7291 -0.220 0.136 0.044 -0.206
C 3.1078 1.2771 -0.9771 0.102 0.162 -0.158 -0.217
C 2.8388 0.1515 -0.1799 0.128 -0.296 0.083 0.033
C 1.6759 -0.0002 0.6255 -0.088 -0.713 0.561 -0.062
C -3.6786 1.5637 -0.2768 -0.319 0.081 0.381 -0.233
C -4.2531 0.2366 0.2118 0.006 0.228 -0.176 -0.223
H -4.8649 -2.5396 -2.4702 -0.046 0.027 -0.108 0.214
H -3.5091 -3.4275 -1.7678 0.079 -0.081 -0.063 0.200
H -5.1593 -3.8931 -1.3710 -0.020 -0.139 -0.020 0.213
H -5.5731 -1.8599 -0.1524 0.057 -0.011 0.066 0.195
H -4.0739 -2.5623 0.4872 -0.071 0.062 0.017 0.163
H -2.1713 -1.7128 -1.4835 0.052 -0.003 0.029 0.209
H -2.0113 -1.1863 0.2110 -0.025 -0.012 -0.083 0.170
H -0.7521 0.2974 -1.2967 -0.035 0.049 -0.024 0.220
H -2.2145 0.6041 -2.2636 0.098 -0.049 0.030 0.200
H 0.3292 2.1096 -0.8006 0.005 -0.021 0.020 0.226
H 0.5253 2.8980 0.7744 -0.104 -0.004 -0.163 0.253
H -1.1430 0.2927 2.2837 -0.161 -0.053 0.096 0.214
H 2.3415 -3.0108 2.1312 0.027 -0.128 0.056 0.229
H 4.3455 -2.8109 0.6779 0.060 -0.086 0.021 0.213
H 5.6720 -1.6022 -0.9057 0.072 -0.073 -0.004 0.209
H 6.0738 0.3756 -2.3149 0.073 -0.022 -0.031 0.215
H 4.4437 2.2266 -2.3331 -0.011 0.077 -0.033 0.214
H 2.4154 2.1027 -0.9820 -0.061 0.089 -0.016 0.206
H -3.9124 2.3688 0.4208 -0.003 -0.092 -0.138 0.250
H -4.0940 1.7954 -1.2631 -0.017 -0.005 0.049 0.195
H -5.3420 0.3095 0.2488 0.022 -0.011 0.041 0.207
H -3.8825 0.0330 1.2330 -0.034 0.018 -0.005 0.164
```
Forces are in eV/Å.

Properties
Structure (SMILES): CCN1CCN(C(=O)Cc2coc3ccc4ccccc4c23)CC1
Charge: 0
Strongest force on any atom (eV/A): 1.17
Frontier orbital gap (eV): 8.4842


Relative energy (zero: lowest compared OMol25 entry of this formula, charge and spin) in eV, matching the order above: 0.0000; 0.5211; 1.2886